{
  "formula": "ClFN2O3",
  "method": "ωB97M-V with the def2-TZVPD basis set",
  "e_homo_ev": [-10.338, -10.043],
  "relative_energy_kj_mol": 159.3,
  "homo_lumo_gap_ev": [8.985, 8.431],
  "e_tot_ha": -894.997785,
  "species": ["N", "N", "O", "O", "O", "F", "Cl"],
  "coordinates": [[1.9866, 1.0416, -0.1464], [-1.8196, -1.9133, 0.6140], [1.1057, 0.9414, -0.8880], [3.0059, 1.5742, 0.0177], [-2.8548, -1.6572, 0.2730], [1.7116, 0.0545, 1.0488], [-3.1352, -0.0411, -0.9191]]
}

{
  "formula": "C14H20BBr2Cl2IN2",
  "method": "ωB97M-V with the def2-TZVPD basis set",
  "e_homo_ev": -9.112,
  "homo_lumo_gap_ev": 8.231,
  "smiles": "C/C(Cl)=C(/Cl)B(I)/C(Br)=C(\\C)Br.CCCC#N.CCCC#N",
  "e_tot_ha": -7045.927041,
  "species": ["C", "C", "Cl", "C", "Cl", "B", "I", "C", "Br", "C", "C", "Br", "H", "H", "H", "H", "H", "H", "C", "C", "C", "C", "N", "H", "H", "H", "H", "H", "H", "H", "C", "C", "C", "C", "N", "H", "H", "H", "H", "H", "H", "H"],
  "coordinates": [[-3.2245, -0.7687, 1.3534], [-3.3076, -2.1789, 1.8427], [-4.8041, -2.6380, 2.5490], [-2.2931, -3.0609, 1.7433], [-2.4518, -4.6821, 2.3561], [-0.9421, -2.7235, 1.0789], [-0.0473, -4.1978, -0.2203], [-0.1860, -1.3870, 1.2385], [0.1772, -0.3681, -0.3138], [0.2334, -1.0166, 2.4599], [0.0317, -1.8100, 3.7128], [1.2274, 0.5847, 2.7076], [-2.6345, -0.1692, 2.0348], [-2.8232, -0.7091, 0.3518], [-4.2162, -0.3356, 1.3269], [0.2859, -1.2004, 4.5683], [0.6960, -2.6674, 3.7132], [-0.9936, -2.1310, 3.8338], [2.5126, 4.2480, 2.0080], [1.7329, 4.2706, 0.6983], [0.4370, 5.0855, 0.7888], [-0.4625, 4.5254, 1.7965], [-1.1273, 4.0579, 2.6051], [1.9361, 3.7759, 2.8050], [3.4379, 3.6839, 1.8920], [2.7720, 5.2583, 2.3299], [1.4949, 3.2486, 0.3981], [2.3549, 4.6976, -0.0898], [-0.0805, 5.0847, -0.1703], [0.6494, 6.1219, 1.0545], [1.3438, -2.9202, -3.6107], [0.3348, -2.4637, -4.6585], [0.6846, -1.1024, -5.2730], [0.7204, -0.0612, -4.2478], [0.7512, 0.7150, -3.4048], [1.3773, -2.2334, -2.7636], [1.0741, -3.9021, -3.2234], [2.3473, -2.9887, -4.0354], [-0.6578, -2.4117, -4.2078], [0.2826, -3.2003, -5.4620], [-0.0523, -0.8189, -6.0244], [1.6605, -1.1397, -5.7587]]
}

Please write out number 2 again, unchanged.
{
  "formula": "C14H20BBr2Cl2IN2",
  "method": "ωB97M-V with the def2-TZVPD basis set",
  "e_homo_ev": -9.112,
  "homo_lumo_gap_ev": 8.231,
  "smiles": "C/C(Cl)=C(/Cl)B(I)/C(Br)=C(\\C)Br.CCCC#N.CCCC#N",
  "e_tot_ha": -7045.927041,
  "species": ["C", "C", "Cl", "C", "Cl", "B", "I", "C", "Br", "C", "C", "Br", "H", "H", "H", "H", "H", "H", "C", "C", "C", "C", "N", "H", "H", "H", "H", "H", "H", "H", "C", "C", "C", "C", "N", "H", "H", "H", "H", "H", "H", "H"],
  "coordinates": [[-3.2245, -0.7687, 1.3534], [-3.3076, -2.1789, 1.8427], [-4.8041, -2.6380, 2.5490], [-2.2931, -3.0609, 1.7433], [-2.4518, -4.6821, 2.3561], [-0.9421, -2.7235, 1.0789], [-0.0473, -4.1978, -0.2203], [-0.1860, -1.3870, 1.2385], [0.1772, -0.3681, -0.3138], [0.2334, -1.0166, 2.4599], [0.0317, -1.8100, 3.7128], [1.2274, 0.5847, 2.7076], [-2.6345, -0.1692, 2.0348], [-2.8232, -0.7091, 0.3518], [-4.2162, -0.3356, 1.3269], [0.2859, -1.2004, 4.5683], [0.6960, -2.6674, 3.7132], [-0.9936, -2.1310, 3.8338], [2.5126, 4.2480, 2.0080], [1.7329, 4.2706, 0.6983], [0.4370, 5.0855, 0.7888], [-0.4625, 4.5254, 1.7965], [-1.1273, 4.0579, 2.6051], [1.9361, 3.7759, 2.8050], [3.4379, 3.6839, 1.8920], [2.7720, 5.2583, 2.3299], [1.4949, 3.2486, 0.3981], [2.3549, 4.6976, -0.0898], [-0.0805, 5.0847, -0.1703], [0.6494, 6.1219, 1.0545], [1.3438, -2.9202, -3.6107], [0.3348, -2.4637, -4.6585], [0.6846, -1.1024, -5.2730], [0.7204, -0.0612, -4.2478], [0.7512, 0.7150, -3.4048], [1.3773, -2.2334, -2.7636], [1.0741, -3.9021, -3.2234], [2.3473, -2.9887, -4.0354], [-0.6578, -2.4117, -4.2078], [0.2826, -3.2003, -5.4620], [-0.0523, -0.8189, -6.0244], [1.6605, -1.1397, -5.7587]]
}